(1)
Here is 8 unconnected molecules or ions with the total composition C20H57NO12 from OMol25. Energies are from ωB97M-V with the def2-TZVPD basis set.

- energy (a.u.) = -1753.4708
- net charge = 0
- energy relative to the best compared isomer or geometry (same formula, charge and spin) (kJ/mol) = 276.81
- frontier orbital gap (eV) = 8.768

XYZ file:
```
90
Properties=species:S:1:pos:R:3:lowdin_charge:R:1
C -2.44 -4.42 -0.54 -0.036
O -1.94 -3.74 0.63 -0.193
C -0.56 -3.43 0.42 -0.175
C -0.01 -2.63 1.63 -0.182
N 1.41 -2.27 1.57 -0.012
C 1.79 -1.37 0.43 -0.161
C 3.22 -0.97 0.23 -0.318
O 3.53 0.16 -0.31 -0.198
C 3.12 0.45 -1.61 -0.065
H -3.48 -4.69 -0.47 0.094
H -1.77 -5.10 -0.77 0.047
H -2.45 -3.69 -1.26 0.050
H -0.50 -2.78 -0.42 0.064
H 0.04 -4.34 0.34 0.138
H -0.15 -3.16 2.55 0.114
H -0.58 -1.76 1.82 0.077
H 1.68 -2.05 2.51 0.102
H 1.35 -0.45 0.63 0.066
H 1.56 -1.67 -0.56 0.105
H 3.67 -1.67 -0.50 0.135
H 3.83 -0.80 1.13 0.142
H 3.38 1.49 -1.78 0.067
H 2.04 0.34 -1.64 0.066
H 3.56 -0.10 -2.42 0.099
C 0.28 2.12 -0.14 -0.054
C -0.79 1.16 -0.23 -0.358
O -1.42 1.26 1.00 -0.085
H 0.99 1.65 0.52 0.068
H -0.20 2.96 0.29 0.094
H 0.54 2.34 -1.14 0.052
H -0.46 0.17 -0.52 0.076
H -1.53 1.35 -1.05 0.138
H -2.31 0.86 1.08 0.093
C 1.97 3.19 -3.74 -0.090
C 0.82 2.41 -3.92 -0.411
O 1.10 1.07 -3.74 -0.086
H 2.16 3.26 -2.65 0.075
H 1.58 4.16 -4.07 0.099
H 2.74 2.85 -4.39 0.091
H 0.39 2.53 -4.93 0.125
H 0.09 2.62 -3.16 0.105
H 0.28 0.55 -3.69 0.026
C -0.78 -1.53 -2.68 -0.109
C -1.40 -1.32 -3.93 -0.294
O -1.45 0.09 -4.13 -0.013
H 0.20 -1.03 -2.61 0.082
H -0.50 -2.55 -2.44 0.093
H -1.37 -1.06 -1.86 0.066
H -2.35 -1.80 -3.96 0.119
H -0.85 -1.85 -4.60 0.098
H -1.67 0.27 -4.99 0.055
C 4.09 3.79 -0.33 -0.088
C 4.97 2.74 0.07 -0.373
O 4.68 2.10 1.26 -0.054
H 4.58 4.28 -1.13 0.082
H 4.07 4.61 0.46 0.117
H 3.07 3.50 -0.46 0.065
H 5.97 3.13 0.19 0.123
H 5.09 2.05 -0.76 0.105
H 5.18 1.30 1.37 0.101
C -4.96 -1.86 -0.17 -0.300
C -3.91 -0.92 -0.63 -0.231
O -3.09 -0.87 0.43 -0.068
O -5.75 -2.25 -1.22 -0.060
H -5.48 -1.45 0.68 0.123
H -4.79 -2.75 0.34 0.090
H -4.27 0.06 -0.89 0.144
H -3.24 -1.35 -1.38 0.107
H -2.50 -1.60 0.34 0.055
H -5.74 -3.29 -1.09 0.155
C -2.64 -1.17 3.76 -0.261
C -3.98 -0.73 4.09 -0.216
O -3.97 0.56 4.80 -0.070
O -2.50 -2.46 3.10 -0.078
H -2.00 -1.11 4.58 0.112
H -2.10 -0.50 2.99 0.125
H -4.36 -1.38 4.81 0.106
H -4.49 -0.54 3.14 0.123
H -3.08 0.92 4.66 0.078
H -2.97 -2.32 2.25 0.061
C 1.79 2.77 3.09 -0.221
C 1.80 1.31 2.96 -0.274
O 0.49 0.87 3.12 -0.061
O 3.11 3.36 3.00 -0.063
H 1.26 3.04 3.95 0.116
H 1.21 3.16 2.33 0.083
H 2.45 0.85 3.79 0.156
H 2.15 0.90 2.01 0.088
H -0.06 1.03 2.37 0.020
H 3.60 3.12 2.22 0.007
```

=====

(2)
Here is 8 unconnected molecules or ions with the total composition C20H57NO12 from OMol25. Energies are from ωB97M-V with the def2-TZVPD basis set.

- energy (a.u.) = -1753.5763
- net charge = 0
- energy relative to the best compared isomer or geometry (same formula, charge and spin) (kJ/mol) = 0.00
- frontier orbital gap (eV) = 9.333

XYZ file:
```
90
Properties=species:S:1:pos:R:3:lowdin_charge:R:1
C 1.36 -2.15 1.96 -0.121
O 2.39 -1.99 1.07 -0.168
C 2.14 -1.04 0.05 -0.193
C 3.51 -0.90 -0.66 -0.154
N 3.37 -0.06 -1.85 -0.087
C 4.48 -0.21 -2.72 -0.221
C 4.02 0.34 -4.06 -0.361
O 4.81 0.75 -4.93 -0.120
C 5.91 -0.09 -5.04 -0.084
H 0.49 -2.62 1.46 0.083
H 1.07 -1.20 2.37 0.076
H 1.69 -2.74 2.80 0.096
H 1.87 -0.07 0.41 0.101
H 1.34 -1.44 -0.52 0.081
H 3.88 -1.87 -0.99 0.120
H 4.22 -0.43 0.01 0.123
H 3.45 0.90 -1.49 0.133
H 4.78 -1.25 -2.80 0.114
H 5.38 0.24 -2.32 0.124
H 3.45 1.29 -3.92 0.149
H 3.45 -0.37 -4.54 0.112
H 6.55 0.01 -4.22 0.065
H 6.34 0.32 -5.91 0.091
H 5.65 -1.20 -5.02 0.123
C 0.85 2.09 2.44 -0.092
C 0.43 3.36 2.88 -0.346
O -0.59 3.82 2.06 -0.094
H 1.41 2.12 1.53 0.056
H -0.03 1.48 2.22 0.063
H 1.50 1.62 3.23 0.125
H 1.27 4.01 2.96 0.114
H -0.15 3.35 3.81 0.126
H -1.03 4.58 2.47 0.124
C -3.66 2.45 -0.32 -0.102
C -3.35 3.19 0.88 -0.303
O -4.61 3.51 1.62 -0.076
H -4.12 1.50 -0.06 0.076
H -2.74 2.11 -0.85 0.060
H -4.28 3.00 -1.03 0.093
H -2.84 4.14 0.64 0.116
H -2.69 2.57 1.49 0.080
H -4.67 2.84 2.29 0.006
C -1.21 -0.04 0.36 -0.072
C -1.48 -0.59 -1.00 -0.319
O -1.91 -1.90 -0.85 -0.077
H -0.50 -0.70 0.94 0.076
H -2.10 0.02 0.97 0.057
H -0.89 0.97 0.23 0.058
H -0.52 -0.53 -1.53 0.098
H -2.18 0.00 -1.55 0.104
H -1.17 -2.52 -1.04 0.040
C 0.88 -2.43 -3.39 -0.071
C 0.68 -3.68 -2.66 -0.332
O 0.08 -3.50 -1.42 -0.074
H -0.08 -1.91 -3.52 0.092
H 1.28 -2.64 -4.40 0.099
H 1.53 -1.77 -2.79 0.069
H 1.63 -4.22 -2.56 0.127
H 0.03 -4.36 -3.18 0.113
H 0.19 -4.27 -0.87 0.105
C -3.74 0.86 3.56 -0.233
C -2.37 1.10 3.92 -0.274
O -1.70 -0.10 3.70 -0.052
O -4.58 1.97 3.94 -0.061
H -4.26 -0.02 4.00 0.152
H -3.84 0.74 2.46 0.123
H -2.39 1.39 4.92 0.121
H -1.83 1.84 3.36 0.093
H -1.93 -0.50 2.84 0.038
H -4.47 2.15 4.85 0.078
C 0.05 2.17 -2.41 -0.252
C 0.60 2.84 -1.23 -0.265
O -0.48 3.53 -0.66 -0.060
O 0.99 1.23 -2.88 -0.097
H -0.03 2.90 -3.23 0.140
H -0.91 1.69 -2.25 0.093
H 1.37 3.60 -1.49 0.142
H 0.99 2.13 -0.52 0.086
H -0.55 3.44 0.27 0.011
H 1.46 0.69 -2.20 0.045
C -2.34 -4.14 1.91 -0.307
C -2.33 -2.80 2.40 -0.267
O -3.24 -1.93 1.74 -0.058
O -1.49 -4.97 2.64 -0.036
H -1.99 -4.17 0.85 0.121
H -3.38 -4.54 1.86 0.145
H -1.36 -2.36 2.37 0.081
H -2.58 -2.98 3.43 0.140
H -3.08 -2.02 0.79 0.060
H -1.17 -5.60 1.98 0.097
```

=====

(3)
Here is a molecular structure, C20H58BaO18 from OMol25. Energies are from ωB97M-V with the def2-TZVPD basis set.

- energy (a.u.) = -2176.1213
- spin multiplicity = 2
- net charge = +1
- energy relative to the best compared isomer or geometry (same formula, charge and spin) (kJ/mol) = 182.49
- frontier orbital gap (spin up / spin down) (eV) = 5.979 / 4.403

XYZ file:
```
97
Properties=species:S:1:pos:R:3:lowdin_charge:R:1
Ba 3.42 2.31 -2.12 2.002
C 0.70 -1.08 0.28 0.087
C 1.23 0.06 -0.40 -0.328
C 0.63 1.48 -0.01 -0.253
O 0.99 2.42 -0.71 -0.131
C -0.52 1.52 0.92 0.099
C -1.00 0.44 1.51 -0.271
C -0.38 -0.90 1.15 -0.265
O -0.80 -1.99 1.70 0.054
O -2.02 0.72 2.25 0.145
O 2.07 0.02 -1.28 -0.165
H 1.10 -2.04 0.00 0.110
H -0.90 2.52 1.12 0.133
C 2.21 1.09 3.09 -0.129
O 3.45 1.78 2.78 -0.126
H 2.18 1.24 4.17 0.094
H 1.32 1.58 2.68 0.067
H 2.22 0.05 2.77 0.058
H 4.08 1.47 3.43 0.076
C 0.05 -5.43 0.62 -0.105
O -1.11 -4.61 0.77 -0.141
H 0.69 -5.43 1.50 0.072
H -0.16 -6.44 0.28 0.093
H 0.59 -4.93 -0.18 0.043
H -0.83 -3.77 1.15 0.024
C -3.93 3.23 0.21 -0.162
O -4.21 2.11 1.01 -0.089
H -4.14 3.04 -0.85 0.075
H -4.56 4.08 0.47 0.084
H -2.86 3.42 0.28 0.043
H -3.35 1.88 1.38 0.008
C -2.35 4.63 3.24 -0.156
O -3.02 5.50 2.33 -0.117
H -1.31 4.91 3.42 0.071
H -2.91 4.58 4.17 0.086
H -2.35 3.58 2.94 0.060
H -2.97 6.35 2.76 0.086
C -2.36 -0.67 -2.12 -0.138
O -3.18 0.43 -2.52 -0.106
H -1.49 -0.72 -2.76 0.058
H -2.06 -0.68 -1.07 0.065
H -2.93 -1.58 -2.27 0.078
H -2.64 1.21 -2.43 0.011
C 5.88 -0.37 -3.14 -0.108
O 4.49 -0.09 -3.15 -0.298
H 6.04 -1.01 -2.26 0.095
H 6.12 -0.91 -4.05 0.101
H 6.43 0.57 -3.09 0.082
H 4.06 -0.95 -3.17 0.047
C 2.43 -3.10 2.79 -0.141
O 3.61 -3.63 3.41 -0.109
H 2.19 -2.11 3.18 0.051
H 2.66 -3.09 1.73 0.068
H 1.54 -3.70 2.99 0.076
H 3.35 -3.97 4.27 0.076
C 0.53 0.84 -4.36 -0.130
O 1.27 2.01 -4.12 -0.232
H -0.54 0.98 -4.54 0.097
H 0.82 0.33 -5.28 0.097
H 0.64 0.16 -3.52 0.071
H 0.97 2.74 -4.67 0.091
C -0.46 5.74 0.46 -0.156
O 0.55 5.12 -0.28 -0.126
H -1.32 5.08 0.47 0.050
H -0.22 5.89 1.51 0.074
H -0.88 6.66 0.04 0.093
H 0.40 4.17 -0.35 0.004
C 3.15 -3.14 -1.63 -0.090
O 2.56 -2.18 -2.55 -0.154
H 3.98 -2.74 -1.05 0.086
H 2.37 -3.47 -0.95 0.047
H 3.43 -4.13 -2.01 0.096
H 2.38 -1.36 -2.09 -0.007
C -4.28 -3.66 0.28 -0.141
O -3.56 -3.78 1.51 -0.128
H -5.27 -3.21 0.35 0.080
H -3.73 -3.01 -0.40 0.048
H -4.33 -4.61 -0.25 0.073
H -2.65 -4.02 1.32 -0.002
C -0.06 -1.07 4.82 -0.191
O -1.26 -0.56 5.31 -0.077
H -0.23 -2.06 4.39 0.083
H 0.42 -0.45 4.07 0.032
H 0.68 -1.15 5.61 0.085
H -1.13 0.25 5.80 0.086
C -1.53 3.86 -2.88 -0.095
O -1.49 2.64 -2.13 -0.135
H -1.88 3.74 -3.91 0.093
H -1.99 4.68 -2.33 0.089
H -0.50 4.17 -3.02 0.065
H -0.68 2.63 -1.61 0.022
C -0.52 -3.87 -2.73 -0.160
O 0.09 -2.99 -3.65 -0.124
H 0.00 -4.82 -2.60 0.081
H -0.55 -3.44 -1.73 0.053
H -1.56 -3.98 -3.03 0.090
H 1.03 -3.00 -3.43 0.026
```

=====

(4)
Here is a molecular structure, C20H58ClInN2O14 from OMol25. Energies are from ωB97M-V with the def2-TZVPD basis set.

- energy (a.u.) = -2609.0743
- net charge = +2
- energy relative to the best compared isomer or geometry (same formula, charge and spin) (kJ/mol) = 308.81
- frontier orbital gap (eV) = 2.386

XYZ file:
```
96
Properties=species:S:1:pos:R:3:lowdin_charge:R:1
In 0.73 -4.20 -1.23 1.227
Cl 0.54 -0.67 0.18 0.194
C 3.41 0.19 -3.18 -0.038
C 3.12 -1.26 -3.01 -0.385
C 3.89 -1.91 -1.81 -0.144
O 3.47 -3.28 -1.65 -0.329
C 4.35 -4.20 -2.17 -0.136
N 1.70 -1.59 -2.89 0.122
H 3.39 0.52 -4.22 0.096
H 4.31 0.58 -2.71 0.099
H 2.61 0.79 -2.77 0.057
H 3.57 -1.78 -3.85 0.151
H 3.61 -1.52 -0.83 0.109
H 4.96 -1.74 -1.91 0.142
H 5.21 -4.46 -1.56 0.102
H 4.75 -4.02 -3.17 0.101
H 3.79 -5.11 -2.36 0.084
H 1.16 -1.02 -2.26 0.003
H 1.35 -1.39 -3.82 0.107
C -0.08 4.64 1.43 -0.022
C -0.66 3.31 1.23 -0.426
C -2.08 3.33 0.74 -0.200
O -2.75 3.98 1.78 -0.183
C -4.16 4.06 1.65 -0.069
N 0.23 2.50 0.48 0.118
H 0.17 5.18 0.51 0.092
H 0.85 4.50 1.98 0.103
H -0.80 5.22 2.01 0.105
H -0.68 2.89 2.24 0.174
H -2.52 2.34 0.67 0.112
H -2.17 3.86 -0.21 0.138
H -4.57 4.61 2.49 0.103
H -4.69 3.11 1.60 0.075
H -4.37 4.64 0.75 0.099
H -0.04 1.53 0.52 -0.029
H 1.06 2.39 1.04 0.096
C 2.15 4.13 -2.49 -0.131
C 0.73 3.66 -2.96 -0.169
O 0.37 2.39 -2.39 -0.059
O 2.15 4.45 -1.07 -0.008
H 2.13 5.07 -3.04 0.137
H 2.89 3.36 -2.69 0.123
H 0.66 3.62 -4.05 0.133
H -0.03 4.37 -2.65 0.125
H 0.40 2.38 -1.43 0.017
H 2.13 3.62 -0.59 0.062
C 1.36 -3.76 2.66 -0.201
C 0.87 -5.20 2.74 -0.236
O -0.13 -5.30 1.76 -0.103
O 2.15 -3.62 1.47 -0.149
H 1.95 -3.44 3.53 0.129
H 0.49 -3.11 2.57 0.113
H 0.53 -5.35 3.77 0.129
H 1.59 -6.01 2.67 0.130
H -0.85 -5.80 2.15 0.108
H 2.99 -3.36 1.83 0.051
C 4.78 -0.90 2.32 -0.174
C 3.54 -0.18 3.02 -0.231
O 2.94 0.70 2.12 -0.095
O 4.55 -2.10 1.58 -0.089
H 5.42 -1.19 3.16 0.117
H 5.23 -0.12 1.71 0.120
H 3.80 0.42 3.89 0.123
H 2.86 -0.85 3.55 0.110
H 2.30 0.14 1.67 -0.035
H 5.39 -2.31 1.17 0.099
C -2.96 -0.64 4.28 -0.221
C -3.23 0.09 2.95 -0.196
O -2.73 -0.76 1.89 -0.104
O -3.83 -1.78 4.39 -0.056
H -3.40 0.04 5.00 0.120
H -1.89 -0.79 4.42 0.119
H -2.70 1.05 2.94 0.103
H -4.24 0.41 2.71 0.122
H -1.87 -0.45 1.58 0.009
H -3.79 -2.11 5.29 0.088
C -4.26 2.12 -2.48 -0.168
C -4.56 1.28 -1.20 -0.223
O -5.84 0.63 -1.33 -0.055
O -3.39 1.33 -3.29 -0.069
H -3.66 2.96 -2.12 0.106
H -5.21 2.28 -2.98 0.135
H -4.55 1.72 -0.21 0.082
H -3.74 0.56 -1.08 0.081
H -6.09 0.15 -0.54 0.085
H -2.51 1.59 -3.01 0.063
C -2.20 -1.60 -2.52 -0.172
C -2.92 -2.35 -1.35 -0.160
O -1.94 -2.81 -0.39 -0.152
O -1.28 -2.53 -3.13 -0.133
H -1.61 -0.80 -2.07 0.090
H -2.78 -1.16 -3.33 0.126
H -3.59 -3.13 -1.72 0.131
H -3.65 -1.63 -0.97 0.108
H -1.97 -2.38 0.47 0.045
H -1.65 -3.01 -3.88 0.104
```